A structure of composition C8H16FeI3O2, computed with wB97M-V/def2-TZVPD.

Element x y z (Å)
I1 1.0041 -0.2968 -2.3477
I2 -2.5899 0.9554 0.5509
I3 1.4858 -0.5385 2.1017
Fe1 -0.1601 -0.0610 0.1773
O1 -0.7902 -2.1058 0.0044
O2 0.6120 2.1494 -0.1116
C1 0.8535 4.1916 -1.2531
C2 0.1256 -3.1541 -0.2996
C3 -0.4864 -4.4846 0.2337
C4 -2.0544 -2.7290 0.3868
C5 -0.1846 3.1665 -0.8154
C6 1.7756 2.7676 0.4969
C7 1.7270 4.2428 0.0309
C8 -1.6599 -3.9941 1.1453
H1 0.4212 -3.1992 -1.3399
H2 2.7027 2.2351 0.1937
H3 0.3092 -5.0886 0.6917
H4 -0.9068 3.6095 -0.1140
H5 -1.3607 -3.8330 2.1687
H6 -2.6432 -2.9812 -0.4956
H7 -2.6497 -2.0156 0.9628
H8 1.3010 4.9323 0.7816
H9 1.4000 3.7233 -2.0456
H10 -0.9492 -4.9872 -0.6252
H11 1.0537 -2.9053 0.1919
H12 0.4309 5.1206 -1.6366
H13 1.6915 2.7182 1.5829
H14 -0.6887 2.6756 -1.6559
H15 -2.5103 -4.7055 1.1578
H16 2.7403 4.5916 -0.1189

## Properties
LUMO level (spin up / spin down), Ha: 0.0197 / -0.0877
Calculated total energy, eV: -71341.4827
Spin multiplicity: 6


A cluster of 2 separate species, C4H11N3 in total, computed with wB97M-V/def2-TZVPD.

Element x y z (Å)
N1 -0.0545 -0.8954 2.7647
N2 -0.5256 1.2761 -0.8983
N3 1.6243 -1.3757 -0.5482
C1 -0.0565 0.9889 -2.0604
C2 0.2825 -0.8979 1.4070
C3 1.3355 -1.5988 0.8776
C4 -1.7429 2.0661 -0.8514
H1 2.1816 -2.1956 -0.8000
H2 1.9553 -2.2639 1.5266
H3 2.3444 -0.6414 -0.5548
H4 -0.4963 1.4163 -2.9680
H5 0.2188 -1.7951 3.1811
H6 -1.9881 2.5137 -1.8233
H7 -2.5727 1.4070 -0.5456
H8 -0.4617 -0.3912 0.7080
H9 -1.6750 2.8976 -0.0734
H10 0.6826 0.2019 -2.1561
H11 -1.0518 -0.7126 2.8146

## Properties
Net charge: -1
LUMO level (spin up / spin down), Ha: 0.1428 / 0.1389
Calculated total energy, eV: -8793.0532
Spin multiplicity: 2
Energy above the lowest of the compared OMol25 structures with the same formula, charge and spin, kJ/mol: 233.4